1.
A single C20H27ClN2O4 molecule, computed with wB97M-V/def2-TZVPD.

Cartesian coordinates (Å):
C (2.15, 4.43, -2.10)
C (3.19, 3.37, -1.78)
O (2.65, 2.05, -1.90)
C (2.59, 1.53, -3.12)
O (2.99, 2.08, -4.11)
C (1.94, 0.15, -3.16)
C (2.41, -0.81, -2.06)
C (1.77, -0.51, -0.70)
N (0.33, -0.47, -0.83)
C (-0.55, -1.40, -0.42)
O (-1.75, -1.28, -0.67)
C (0.01, -2.58, 0.35)
C (-1.04, -3.66, 0.65)
C (-1.91, -3.31, 1.86)
O (-1.73, -3.82, 2.95)
N (-2.88, -2.42, 1.58)
C (-3.73, -1.86, 2.60)
C (-2.94, -1.05, 3.65)
C (-1.98, -0.10, 2.99)
C (-2.43, 0.98, 2.24)
C (-1.54, 1.84, 1.63)
C (-0.18, 1.63, 1.78)
Cl (0.95, 2.73, 1.06)
C (0.30, 0.55, 2.51)
C (-0.61, -0.31, 3.11)
C (-0.10, 0.59, -1.72)
C (0.41, 0.30, -3.13)
H (1.29, 4.33, -1.45)
H (2.59, 5.42, -1.96)
H (1.83, 4.34, -3.14)
H (3.52, 3.45, -0.74)
H (4.05, 3.46, -2.45)
H (2.23, -0.26, -4.13)
H (3.50, -0.76, -1.96)
H (2.14, -1.82, -2.36)
H (2.08, -1.25, 0.03)
H (2.10, 0.48, -0.35)
H (0.80, -3.04, -0.25)
H (0.44, -2.23, 1.29)
H (-0.54, -4.60, 0.87)
H (-1.68, -3.80, -0.22)
H (-2.81, -1.94, 0.69)
H (-4.47, -1.24, 2.10)
H (-4.24, -2.68, 3.12)
H (-2.39, -1.74, 4.28)
H (-3.65, -0.49, 4.26)
H (-3.49, 1.15, 2.13)
H (-1.89, 2.68, 1.05)
H (1.36, 0.39, 2.61)
H (-0.25, -1.15, 3.68)
H (-1.19, 0.62, -1.71)
H (0.29, 1.54, -1.36)
H (0.10, 1.10, -3.81)
H (-0.04, -0.63, -3.48)

The calculation puts the total energy at -1649.0645 hartree. The calculation puts the frontier orbital gap at 9.560 eV. The calculation puts the energy relative to the best compared isomer or geometry (same formula, charge and spin) at 0.0 kcal per mole. As for the largest force on an atom: 0.74 eV Å⁻¹.

Löwdin population analysis, charges in e, atoms 1 to 8:
1. C -0.06
2. C -0.21
3. O -0.04
4. C -0.47
5. O 0.12
6. C -0.21
7. C -0.10
8. C -0.15

***

2.
A single C5H10O molecule, computed with wB97M-V/def2-TZVPD.

Cartesian coordinates (Å):
C (-0.96, -1.16, 0.76)
C (0.45, -0.90, 0.24)
C (0.89, 0.55, 0.11)
C (0.03, 1.74, 0.47)
C (0.65, -0.27, -1.12)
O (-0.50, -0.09, -1.89)
H (-1.40, -2.09, 0.38)
H (-0.93, -1.23, 1.85)
H (-1.64, -0.35, 0.50)
H (1.19, -1.62, 0.58)
H (1.95, 0.69, 0.32)
H (-0.91, 1.73, -0.07)
H (0.57, 2.65, 0.18)
H (-0.18, 1.80, 1.55)
H (1.54, -0.44, -1.72)
H (-0.75, -1.00, -2.13)

The calculation puts the total energy at -271.7080 hartree. The calculation puts the frontier orbital gap at 10.485 eV. The calculation puts the energy relative to the best compared isomer or geometry (same formula, charge and spin) at 28.0 kcal per mole. As for the largest force on an atom: 0.48 eV Å⁻¹.

Löwdin population analysis, charges in e, atoms 1 to 8:
1. C -0.07
2. C -0.24
3. C -0.26
4. C -0.06
5. C -0.31
6. O -0.02
7. H 0.08
8. H 0.08

***

3.
A single C5H8N2 molecule, computed with wB97M-V/def2-TZVPD.

Cartesian coordinates (Å):
C (1.57, -0.46, -0.93)
C (0.46, -0.30, 0.10)
C (-0.34, 1.01, -0.09)
N (-1.65, 0.78, 0.48)
C (-1.73, 0.42, 1.74)
C (-0.45, -1.49, 0.02)
N (-0.74, -2.55, -0.35)
H (1.13, -0.46, -1.92)
H (2.24, 0.40, -0.84)
H (2.15, -1.37, -0.77)
H (0.94, -0.34, 1.09)
H (-0.50, 1.27, -1.13)
H (0.14, 1.84, 0.43)
H (-2.30, 0.24, -0.08)
H (-0.93, 1.00, 2.26)

The calculation puts the total energy at -304.7085 hartree. The calculation puts the frontier orbital gap at 9.260 eV. The calculation puts the energy relative to the best compared isomer or geometry (same formula, charge and spin) at 79.7 kcal per mole. As for the largest force on an atom: 2.18 eV Å⁻¹.

Löwdin population analysis, charges in e, atoms 1 to 8:
1. C -0.07
2. C -0.35
3. C -0.17
4. N -0.14
5. C 0.01
6. C -0.21
7. N 0.17
8. H 0.09

***

4.
A molecular structure, C3H6N2OS2, computed with wB97M-V/def2-TZVPD.

Cartesian coordinates (Å):
C (0.71, -0.51, -0.63)
C (-0.56, 0.26, -0.44)
C (-0.82, 0.87, 0.99)
H (2.05, 1.22, -1.65)
H (2.55, -0.51, -1.38)
H (-0.34, 1.20, -1.04)
H (-1.23, -2.19, -1.06)
H (0.12, -0.72, 1.58)
H (-0.93, 0.17, 2.94)
N (1.77, 0.05, -1.40)
N (-0.54, 0.05, 1.97)
O (0.84, -1.64, -0.04)
S (-2.07, -0.63, -1.01)
S (-1.56, 2.39, 1.18)

The calculation puts the total energy at -1098.9533 hartree. The calculation puts the frontier orbital gap at 8.370 eV. The calculation puts the energy relative to the best compared isomer or geometry (same formula, charge and spin) at 75.7 kcal per mole. As for the largest force on an atom: 5.43 eV Å⁻¹.

Löwdin population analysis, charges in e, atoms 1 to 8:
1. C -0.51
2. C -0.67
3. C -0.93
4. H 0.25
5. H 0.04
6. H 0.09
7. H 0.10
8. H 0.13

***

5.
A molecular structure, C37H47BrNO2PSiTi, computed with wB97M-V/def2-TZVPD.

Cartesian coordinates (Å):
Ti (0.26, -0.47, -0.33)
N (-0.77, -2.16, -1.27)
C (-1.96, -2.04, -2.14)
C (-2.64, -3.19, -2.50)
C (-3.77, -3.07, -3.30)
C (-4.20, -1.82, -3.73)
C (-3.49, -0.68, -3.37)
C (-2.36, -0.79, -2.57)
P (-1.36, 0.60, -2.00)
C (0.07, 0.65, -3.11)
C (0.84, 1.82, -3.18)
C (2.03, 1.83, -3.90)
C (2.46, 0.68, -4.55)
C (1.69, -0.47, -4.51)
C (0.50, -0.49, -3.80)
C (-2.26, 2.12, -2.20)
C (-2.34, 2.71, -3.47)
C (-3.08, 3.87, -3.63)
C (-3.72, 4.45, -2.54)
C (-3.63, 3.87, -1.28)
C (-2.90, 2.70, -1.11)
H (-0.05, -2.65, -1.79)
H (-1.01, -2.81, -0.52)
H (-2.31, -4.16, -2.16)
H (-4.32, -3.96, -3.58)
H (-5.08, -1.73, -4.35)
H (-3.83, 0.30, -3.69)
H (0.50, 2.72, -2.69)
H (2.61, 2.74, -3.95)
H (3.39, 0.69, -5.11)
H (2.01, -1.36, -5.05)
H (-0.12, -1.37, -3.83)
H (-1.85, 2.26, -4.32)
H (-3.16, 4.32, -4.61)
H (-4.29, 5.36, -2.67)
H (-4.13, 4.33, -0.44)
H (-2.83, 2.25, -0.13)
Br (6.43, 5.06, -0.48)
C (5.03, 3.84, -0.42)
C (5.29, 2.51, -0.74)
C (4.25, 1.60, -0.70)
C (2.97, 2.04, -0.34)
C (2.72, 3.38, -0.02)
C (3.76, 4.28, -0.06)
C (1.92, 1.08, -0.32)
O (2.12, -0.18, -0.64)
O (0.68, 1.35, 0.03)
H (6.29, 2.19, -1.01)
H (4.42, 0.56, -0.95)
H (1.73, 3.70, 0.26)
H (3.60, 5.33, 0.18)
C (-2.13, -2.74, 1.59)
C (-0.70, -2.87, 2.15)
C (0.12, -3.90, 1.31)
C (-0.83, -3.49, 3.56)
Si (0.18, -1.17, 2.21)
C (-0.88, 0.24, 2.90)
C (-0.04, 1.50, 3.16)
C (-1.98, 0.64, 1.90)
C (-1.57, -0.15, 4.22)
C (1.94, -1.28, 2.95)
C (2.85, -0.12, 2.54)
C (2.65, -2.57, 2.53)
C (1.80, -1.28, 4.48)
H (-2.52, -3.73, 1.34)
H (-2.24, -2.11, 0.70)
H (-2.81, -2.31, 2.33)
H (-0.55, -4.53, 0.71)
H (0.68, -4.58, 1.94)
H (0.87, -3.47, 0.64)
H (-1.41, -4.43, 3.48)
H (-1.36, -2.85, 4.27)
H (0.13, -3.75, 3.99)
H (0.47, 1.88, 2.26)
H (0.70, 1.36, 3.94)
H (-0.72, 2.29, 3.50)
H (-1.59, 0.94, 0.92)
H (-2.52, 1.52, 2.28)
H (-2.73, -0.14, 1.74)
H (-0.88, -0.54, 4.97)
H (-2.36, -0.88, 4.08)
H (-2.04, 0.75, 4.65)
H (3.21, -0.22, 1.51)
H (3.74, -0.13, 3.18)
H (2.40, 0.87, 2.66)
H (2.77, -2.67, 1.45)
H (2.16, -3.47, 2.91)
H (3.67, -2.56, 2.95)
H (1.46, -0.32, 4.87)
H (2.79, -1.46, 4.91)
H (1.14, -2.06, 4.87)

The calculation puts the total energy at -5697.2229 hartree. The calculation puts the frontier orbital gap (alpha / beta) at 7.590 / 7.589 eV. As for the total charge: +2. The calculation puts the energy relative to the best compared isomer or geometry (same formula, charge and spin) at 9.4 kcal per mole. As for the largest force on an atom: 1.35 eV Å⁻¹.

Löwdin population analysis, charges in e, atoms 1 to 8:
1. Ti 0.98
2. N 0.00
3. C -0.31
4. C 0.00
5. C -0.03
6. C -0.03
7. C -0.03
8. C -0.30

***

6.
A molecular structure, C13H18Cl2FeN2OPS2, computed with wB97M-V/def2-TZVPD.

Cartesian coordinates (Å):
Fe (0.33, -0.80, 0.56)
Cl (-0.73, -2.37, 1.95)
C (0.54, -3.43, 2.50)
C (0.21, -4.47, 3.33)
C (1.24, -5.31, 3.76)
C (2.55, -5.09, 3.38)
C (2.87, -4.03, 2.54)
Cl (4.49, -3.78, 2.08)
C (1.85, -3.16, 2.07)
S (2.23, -1.87, 1.03)
H (-0.81, -4.64, 3.63)
H (1.00, -6.13, 4.42)
H (3.34, -5.74, 3.73)
C (3.21, 2.12, -1.44)
P (1.53, 1.57, -1.26)
C (0.55, 2.94, -0.68)
C (0.94, 1.04, -2.85)
O (1.51, 0.41, -0.24)
H (3.25, 2.94, -2.15)
H (3.83, 1.30, -1.81)
H (3.60, 2.45, -0.48)
H (0.49, 3.73, -1.43)
H (1.00, 3.34, 0.23)
H (-0.46, 2.58, -0.44)
H (0.86, 1.88, -3.54)
H (-0.02, 0.56, -2.74)
H (1.65, 0.31, -3.27)
C (-3.17, 2.85, 0.57)
N (-3.14, 2.08, -0.68)
C (-3.74, 2.46, -1.86)
C (-3.53, 1.47, -2.76)
N (-2.80, 0.51, -2.11)
C (-2.56, 0.88, -0.84)
S (-1.84, -0.07, 0.41)
H (-3.99, 3.56, 0.50)
H (-2.24, 3.39, 0.70)
H (-3.33, 2.18, 1.40)
H (-4.28, 3.38, -1.95)
H (-3.85, 1.37, -3.78)
H (-2.56, -0.41, -2.47)

The calculation puts the total energy at -4012.2310 hartree. The calculation puts the frontier orbital gap (alpha / beta) at 5.721 / 5.670 eV. Its expectation value of S² is 0.795. As for the total charge: +2. The spin multiplicity is 2. As for the largest force on an atom: 2.31 eV Å⁻¹.

Löwdin population analysis, charges in e, atoms 1 to 8:
1. Fe 0.13
2. Cl 0.79
3. C -0.57
4. C -0.07
5. C -0.01
6. C -0.06
7. C -0.67
8. Cl 0.77

***

7.
3 unconnected molecules or ions with the total composition C2H9NO2, computed with wB97M-V/def2-TZVPD.

Cartesian coordinates (Å):
C (0.52, -0.43, -2.31)
N (0.50, 0.80, -2.56)
C (-0.78, 1.47, -2.42)
H (1.40, -1.06, -2.38)
H (-0.40, -0.95, -1.99)
H (-1.35, 1.18, -1.54)
H (-1.40, 1.29, -3.30)
H (-0.64, 2.54, -2.35)
O (-0.73, -4.38, 4.69)
H (-0.84, -3.42, 4.71)
H (0.17, -4.58, 4.97)
O (1.43, 2.49, 1.81)
H (1.65, 2.73, 0.90)
H (0.48, 2.34, 1.75)

The calculation puts the total energy at -286.7866 hartree. The calculation puts the frontier orbital gap at 10.647 eV. The calculation puts the energy relative to the best compared isomer or geometry (same formula, charge and spin) at 20.0 kcal per mole. As for the largest force on an atom: 0.89 eV Å⁻¹.

Löwdin population analysis, charges in e, atoms 1 to 8:
1. C -0.09
2. N -0.09
3. C -0.16
4. H 0.06
5. H 0.07
6. H 0.07
7. H 0.08
8. H 0.06

***

8.
A molecular structure, C51H54N2OOsP3S, computed with wB97M-V/def2-TZVPD.

Cartesian coordinates (Å):
Os (0.72, 0.09, -0.32)
O (0.08, -0.33, 2.79)
N (1.14, -0.20, 1.91)
C (2.23, -0.32, 2.59)
C (3.62, -0.29, 2.18)
C (4.52, -0.40, 3.25)
C (5.89, -0.38, 3.04)
C (6.38, -0.27, 1.75)
C (5.50, -0.18, 0.68)
C (4.12, -0.19, 0.88)
P (3.14, -0.08, -0.64)
C (3.64, -1.54, -1.57)
C (3.81, -1.53, -2.96)
C (4.22, -2.69, -3.61)
C (4.43, -3.85, -2.89)
C (4.23, -3.87, -1.51)
C (3.84, -2.72, -0.85)
C (3.70, 1.45, -1.41)
C (3.11, 2.64, -0.95)
C (3.55, 3.86, -1.41)
C (4.59, 3.92, -2.33)
C (5.20, 2.75, -2.77)
C (4.76, 1.52, -2.31)
H (-0.73, -0.37, 2.25)
H (2.06, -0.47, 3.65)
H (4.13, -0.48, 4.25)
H (6.57, -0.46, 3.88)
H (7.45, -0.26, 1.56)
H (5.90, -0.11, -0.33)
H (3.65, -0.63, -3.54)
H (4.37, -2.68, -4.68)
H (4.75, -4.75, -3.40)
H (4.40, -4.78, -0.95)
H (3.70, -2.74, 0.22)
H (2.32, 2.60, -0.20)
H (3.10, 4.78, -1.05)
H (4.94, 4.88, -2.70)
H (6.02, 2.80, -3.47)
H (5.26, 0.62, -2.66)
C (-6.71, -1.51, 2.89)
S (-5.19, -1.26, 3.84)
C (-4.85, 0.50, 3.50)
C (-3.45, 0.67, 2.92)
C (-3.36, 0.01, 1.56)
N (-1.98, 0.04, 0.97)
P (-1.41, -1.34, 0.09)
C (-2.84, -2.07, -0.70)
C (-3.29, -1.58, -1.93)
C (-4.44, -2.10, -2.51)
C (-5.13, -3.12, -1.87)
C (-4.67, -3.63, -0.66)
C (-3.52, -3.12, -0.08)
C (-0.75, -2.55, 1.23)
C (-1.30, -2.87, 2.47)
C (-0.73, -3.87, 3.23)
C (0.38, -4.57, 2.75)
C (0.94, -4.25, 1.52)
C (0.38, -3.24, 0.76)
P (-1.26, 1.48, 0.38)
C (-2.54, 2.38, -0.50)
C (-3.16, 3.46, 0.13)
C (-4.25, 4.06, -0.49)
C (-4.69, 3.61, -1.73)
C (-4.05, 2.55, -2.36)
C (-2.98, 1.93, -1.75)
C (-0.60, 2.69, 1.54)
C (-0.57, 2.70, 2.93)
C (0.06, 3.74, 3.60)
C (0.67, 4.77, 2.90)
C (0.63, 4.78, 1.51)
C (0.01, 3.75, 0.83)
H (-7.04, -2.53, 3.09)
H (-6.54, -1.40, 1.81)
H (-7.48, -0.82, 3.21)
H (-4.95, 1.05, 4.43)
H (-5.61, 0.87, 2.81)
H (-2.73, 0.20, 3.61)
H (-3.20, 1.73, 2.85)
H (-4.07, 0.47, 0.87)
H (-3.64, -1.04, 1.67)
H (-2.74, -0.81, -2.45)
H (-4.78, -1.73, -3.47)
H (-6.02, -3.54, -2.32)
H (-5.20, -4.43, -0.16)
H (-3.16, -3.54, 0.85)
H (-2.17, -2.33, 2.85)
H (-1.15, -4.12, 4.19)
H (0.81, -5.36, 3.35)
H (1.79, -4.81, 1.15)
H (0.80, -3.01, -0.22)
H (-2.82, 3.83, 1.09)
H (-4.74, 4.90, -0.01)
H (-5.53, 4.10, -2.21)
H (-4.39, 2.21, -3.33)
H (-2.48, 1.12, -2.25)
H (-1.05, 1.92, 3.50)
H (0.06, 3.74, 4.68)
H (1.15, 5.58, 3.44)
H (1.07, 5.60, 0.96)
H (-0.02, 3.77, -0.26)
C (-0.37, -1.09, -3.67)
C (0.77, -0.16, -3.30)
C (1.27, 0.64, -4.51)
C (0.38, 0.87, -2.20)
H (-0.05, -1.80, -4.44)
H (-1.21, -0.52, -4.09)
H (-0.73, -1.67, -2.83)
H (1.59, -0.78, -2.96)
H (0.48, 1.30, -4.88)
H (1.55, -0.05, -5.31)
H (2.13, 1.26, -4.26)
H (-0.64, 1.22, -2.37)
H (1.02, 1.76, -2.23)

The calculation puts the total energy at -3672.4805 hartree. The calculation puts the frontier orbital gap (alpha / beta) at 6.554 / 3.889 eV. Its expectation value of S² is 6.019. As for the total charge: +3. The spin multiplicity is 5. As for the largest force on an atom: 0.70 eV Å⁻¹.

Löwdin population analysis, charges in e, atoms 1 to 8:
1. Os 1.28
2. O -0.08
3. N -0.13
4. C -0.03
5. C -0.19
6. C 0.01
7. C -0.01
8. C -0.01